164
Properties=species:S:1:pos:R:3 method="wB97M-V/def2-TZVPD" smiles=CC1(C)CCCC(C)(C)N1O.CC1(C)CCCC(C)(C)N1O.CC1(C)CCCC(C)(C)N1O.COC[C@H](C)N.COC[C@H](C)N.COC[C@H](C)N.COC[C@H](C)N.CO charge=0 homo_lumo_gap_ev=8.105
C -5.6595 -1.3712 3.0514
C -4.9923 -1.0524 1.6803
C -4.1231 0.2297 1.7895
C -4.0552 -2.2760 1.3708
C -3.6761 -2.4361 -0.0916
C -4.9333 -2.3616 -0.9219
C -5.8395 -1.1435 -0.8208
C -5.1094 0.1888 -1.4785
C -7.1543 -1.4064 -1.5391
N -6.1194 -0.9934 0.6189
O -6.9945 0.0320 0.8358
H -6.3075 -0.6053 3.4774
H -6.1946 -2.3187 2.9873
H -4.8193 -1.4048 3.7449
H -4.7442 1.1164 1.9172
H -3.5454 0.1787 2.7124
H -3.4879 0.4052 0.9213
H -3.0585 -2.1461 1.7925
H -4.4002 -3.1814 1.8703
H -3.1330 -1.5112 -0.2857
H -2.9745 -3.2489 -0.2793
H -5.4487 -3.2712 -0.6134
H -4.6431 -2.5800 -1.9496
H -5.7202 1.0902 -1.4282
H -4.9959 -0.1544 -2.5068
H -4.1432 0.4426 -1.0423
H -6.9279 -1.8586 -2.5048
H -7.7446 -0.5322 -1.8136
H -7.8326 -2.0372 -0.9646
H -7.7103 -0.4548 1.2509
C 3.0233 2.6420 3.9770
C 2.3863 1.2892 4.0180
C 3.1755 0.3202 3.1298
C 2.4098 0.7334 5.4534
C 1.4389 1.4022 6.3849
C 0.0362 1.1045 5.8303
C -0.1785 1.7838 4.3717
C -1.4235 1.0969 3.8343
C -0.3981 3.3539 4.4529
N 0.9841 1.3471 3.6191
O 0.7393 1.7053 2.2782
H 2.6676 3.3702 4.7060
H 4.0634 2.5235 4.2807
H 3.0372 3.0717 2.9754
H 2.7525 -0.6600 3.3500
H 2.9246 0.4644 2.0790
H 4.2574 0.4059 3.2316
H 2.3071 -0.3439 5.5832
H 3.3997 0.9410 5.8598
H 1.4792 0.9030 7.3531
H 1.6607 2.4665 6.4643
H -0.5950 1.6692 6.5164
H -0.1983 0.0405 5.8630
H -2.2809 1.0024 4.5007
H -1.2000 0.1039 3.4442
H -1.7269 1.7321 3.0021
H 0.3387 3.9141 5.0287
H -1.3903 3.6948 4.7486
H -0.3373 3.7386 3.4348
H 0.3829 0.8742 1.9561
C 1.0554 4.3160 -0.6734
C 0.2437 5.1877 -1.7209
C 1.0053 6.5179 -2.0364
C -0.0331 4.4894 -3.0841
C -0.9259 3.2415 -2.9038
C -2.3325 3.6949 -2.4522
C -2.2136 4.5020 -1.1023
C -3.6243 5.1923 -0.8557
C -1.9434 3.4926 0.0027
N -1.1369 5.5324 -1.1887
O -1.1074 6.4308 -0.1451
H 0.8067 4.5663 0.3579
H 0.8174 3.2530 -0.7110
H 2.1230 4.5119 -0.7732
H 1.8758 6.2390 -2.6302
H 0.4336 7.1952 -2.6708
H 1.3760 6.9980 -1.1308
H -0.5556 5.1465 -3.7794
H 0.8960 4.1708 -3.5567
H -0.9726 2.7200 -3.8598
H -0.4227 2.6247 -2.1591
H -2.9562 2.8029 -2.3936
H -2.7348 4.3880 -3.1910
H -3.7055 5.5590 0.1675
H -4.3706 4.4658 -1.1771
H -3.7315 6.0291 -1.5459
H -1.8896 4.0177 0.9564
H -1.1789 2.7466 -0.2143
H -2.8337 2.8681 0.0773
H -0.6608 5.8738 0.4968
C 0.4600 -2.8921 3.1658
O -0.1816 -3.2742 1.9690
C 0.3166 -4.5444 1.5568
C -0.4545 -5.1207 0.3165
C -1.8801 -5.6606 0.6942
N 0.2045 -6.2753 -0.2355
H 1.5161 -3.0474 2.9451
H 0.2934 -3.5435 4.0238
H 0.3041 -1.8473 3.4344
H 1.3344 -4.2456 1.3059
H 0.2544 -5.3770 2.2574
H -0.5965 -4.4121 -0.4995
H -2.4891 -4.8822 1.1540
H -1.7073 -6.4982 1.3699
H -2.4295 -5.8874 -0.2194
H 1.1718 -6.1060 -0.4718
H -0.1723 -6.6028 -1.1135
C 4.1689 -4.2273 -0.2659
O 3.7168 -3.9766 -1.5719
C 4.6793 -3.4640 -2.4905
C 4.2248 -3.4451 -3.9664
C 5.3321 -2.8310 -4.7583
N 3.0839 -2.5531 -3.9598
H 3.3791 -4.7126 0.3075
H 4.6399 -3.3798 0.2321
H 5.0328 -4.8919 -0.2723
H 5.0299 -2.5072 -2.1036
H 5.6393 -3.9760 -2.4246
H 4.0486 -4.4150 -4.4315
H 6.1351 -3.5515 -4.6025
H 5.6628 -1.8545 -4.4046
H 5.0307 -2.7174 -5.7996
H 2.6706 -2.6255 -3.0411
H 2.3448 -3.0407 -4.4455
C -2.2306 -0.6028 -3.1523
O -1.4920 -0.3376 -1.9615
C -0.4143 -1.2241 -1.6286
C 0.4277 -0.4433 -0.6533
C 1.8768 -1.0361 -0.4875
N -0.1250 -0.5287 0.6512
H -2.8475 0.2933 -3.2180
H -2.8062 -1.5284 -3.1441
H -1.5154 -0.6402 -3.9740
H -0.8712 -2.1623 -1.3138
H 0.1270 -1.2377 -2.5746
H 0.4570 0.6088 -0.9369
H 2.2530 -1.0238 -1.5105
H 1.8854 -2.0366 -0.0551
H 2.5877 -0.3890 0.0263
H -1.1162 -0.6756 0.5245
H 0.1021 -1.4462 1.0070
C 5.3538 0.7976 -3.3282
O 6.1895 0.6780 -2.1498
C 5.5693 1.1988 -0.9706
C 6.3502 0.9658 0.3640
C 6.2291 -0.5180 0.6479
N 5.8109 1.7978 1.4695
H 4.3300 0.5038 -3.0967
H 5.5778 0.1001 -4.1354
H 5.2865 1.7915 -3.7705
H 5.5502 2.2758 -1.1369
H 4.5633 0.7927 -0.8648
H 7.3880 1.2957 0.3166
H 6.6935 -1.0827 -0.1605
H 5.1952 -0.8433 0.7641
H 6.7115 -0.7714 1.5919
H 5.6941 2.7540 1.1659
H 4.8676 1.5212 1.7014
C -1.9916 -1.6642 -6.7398
O -2.0221 -2.4987 -5.6545
H -2.7996 -0.9326 -6.7420
H -1.1202 -1.0106 -6.7784
H -2.1437 -2.2683 -7.6342
H -2.8962 -2.8894 -5.7241